{
  "formula": "C5H9NO",
  "method": "ωB97M-V with the def2-TZVPD basis set",
  "gap_ev": 9.378,
  "energy_ev": -8866.6062,
  "smiles": "C/C=C/C(=O)CN",
  "mol_weight_g_mol": 99.133,
  "spin_multiplicity": 1,
  "relative_energy_ev": 2.606,
  "species": ["C", "C", "C", "C", "O", "C", "N", "H", "H", "H", "H", "H", "H", "H", "H", "H"],
  "positions_angstrom": [[1.21777, -1.48933, -1.43597], [0.19083, -0.51673, -0.96902], [0.38872, 0.83119, -1.03776], [-0.23137, 1.61972, 0.00067], [-0.30888, 2.83327, 0.04112], [-0.45351, 0.73967, 1.44694], [-1.46311, -0.30425, 1.40694], [2.22401, -1.08869, -1.27978], [1.07804, -1.75574, -2.48606], [1.13032, -2.40744, -0.84541], [-0.76870, -0.93224, -0.68212], [1.18382, 1.29116, -1.61692], [-0.77419, 1.54268, 2.11597], [0.48443, 0.35394, 1.85477], [-2.37792, 0.08344, 1.19462], [-1.52024, -0.80066, 2.29202]]
}

{
  "formula": "C5H9NO",
  "method": "ωB97M-V with the def2-TZVPD basis set",
  "gap_ev": 9.580,
  "energy_ev": -8865.2224,
  "mol_weight_g_mol": 99.133,
  "spin_multiplicity": 1,
  "relative_energy_ev": 3.990,
  "species": ["C", "C", "C", "C", "O", "C", "N", "H", "H", "H", "H", "H", "H", "H", "H", "H"],
  "positions_angstrom": [[-0.89105, -0.88754, 0.40051], [-0.38579, 0.36761, -0.32112], [-0.77725, 0.38627, -1.80257], [2.37575, 0.10684, 1.03958], [2.21549, -1.05642, 1.62679], [-0.86329, 1.57612, 0.37081], [-1.23218, 2.51860, 0.93136], [-0.46288, -1.77967, -0.06914], [-0.60792, -0.88757, 1.45729], [-1.98176, -0.95669, 0.33645], [-1.86502, 0.36554, -1.92385], [-0.35607, -0.49548, -2.29658], [-0.38757, 1.27762, -2.30205], [0.71506, 0.39371, -0.26855], [1.94428, 0.81442, 1.78823], [2.56020, -1.74338, 1.03285]]
}

{
  "formula": "C5H9NO",
  "method": "ωB97M-V with the def2-TZVPD basis set",
  "gap_ev": 11.474,
  "energy_ev": -8868.1078,
  "smiles": "C[C@H](C#N)CCO",
  "mol_weight_g_mol": 99.133,
  "spin_multiplicity": 1,
  "relative_energy_ev": 1.105,
  "species": ["C", "C", "C", "N", "C", "C", "O", "H", "H", "H", "H", "H", "H", "H", "H", "H"],
  "positions_angstrom": [[-2.07210, -0.21489, -0.26883], [-0.55359, -0.42857, -0.28713], [-0.15659, -1.40514, 0.74173], [0.18853, -2.17364, 1.53589], [0.20116, 0.90263, -0.11931], [1.72440, 0.76423, 0.07243], [2.26754, -0.37903, -0.55758], [-2.34925, 0.50208, -1.04908], [-2.39164, 0.18817, 0.69823], [-2.61256, -1.14929, -0.44763], [-0.25557, -0.87310, -1.24409], [-0.02398, 1.49734, -1.01189], [-0.21671, 1.44421, 0.73856], [1.96444, 0.77052, 1.14383], [2.22451, 1.63087, -0.37177], [2.22316, -1.11025, 0.07204]]
}

{
  "formula": "C5H9NO",
  "method": "ωB97M-V with the def2-TZVPD basis set",
  "gap_ev": 11.278,
  "energy_ev": -8866.1096,
  "smiles": "COC[C@@H](C)C#N",
  "mol_weight_g_mol": 99.133,
  "spin_multiplicity": 1,
  "relative_energy_ev": 3.103,
  "species": ["C", "O", "C", "C", "C", "C", "N", "H", "H", "H", "H", "H", "H", "H", "H", "H"],
  "positions_angstrom": [[-1.78842, 0.97738, 1.26874], [-0.51656, 1.09885, 0.70198], [-0.30201, 0.62794, -0.63540], [1.02843, -0.07560, -0.43046], [1.06356, -1.49051, 0.15833], [1.72099, -0.16540, -1.74995], [2.06737, -0.42620, -2.82920], [-1.68675, 0.68125, 2.32016], [-2.36090, 0.21386, 0.73375], [-2.29086, 1.94426, 1.20099], [-0.15343, 1.49431, -1.29603], [-1.14402, 0.02394, -0.97820], [1.05490, 0.60334, 0.55761], [2.10858, -1.82095, 0.20326], [0.69562, -1.44698, 1.18430], [0.50350, -2.23948, -0.40987]]
}

{
  "formula": "C5H9NO",
  "method": "ωB97M-V with the def2-TZVPD basis set",
  "gap_ev": 10.253,
  "energy_ev": -8866.0930,
  "smiles": "C[C@@H]1CN1.C=C=O",
  "mol_weight_g_mol": 99.133,
  "spin_multiplicity": 1,
  "relative_energy_ev": 3.120,
  "species": ["C", "C", "C", "N", "H", "H", "H", "H", "H", "H", "H", "C", "C", "O", "H", "H"],
  "positions_angstrom": [[1.43346, -0.10310, 1.11371], [0.97477, 0.84898, 0.02627], [0.27471, 0.36269, -1.19423], [1.67713, 0.76912, -1.25192], [1.75228, -1.05012, 0.67043], [2.28652, 0.31627, 1.66380], [0.62421, -0.29048, 1.82594], [0.68985, 1.83978, 0.37841], [-0.46821, 1.01567, -1.66302], [0.11401, -0.69368, -1.33351], [1.76088, 1.68542, -1.67210], [-2.07009, -1.46506, 0.02919], [-2.11600, -0.28406, 0.61719], [-2.31817, 0.64713, 1.28063], [-1.79060, -1.56002, -1.01068], [-2.82477, -2.03854, 0.51988]]
}

{
  "formula": "C5H9NO",
  "method": "ωB97M-V with the def2-TZVPD basis set",
  "gap_ev": 9.367,
  "energy_ev": -8863.5707,
  "smiles": "C[C@H]1N[C@H]1[C@H]1CO1",
  "mol_weight_g_mol": 99.133,
  "spin_multiplicity": 1,
  "relative_energy_ev": 5.642,
  "species": ["C", "C", "N", "C", "C", "C", "O", "H", "H", "H", "H", "H", "H", "H", "H", "H"],
  "positions_angstrom": [[-1.85271, -0.20600, -0.20409], [-1.21232, 0.31206, 1.15263], [0.18500, 0.29938, 1.58709], [0.03829, 0.70206, 0.26156], [0.76926, -0.14105, -0.77337], [2.19817, -0.36194, -0.50584], [1.24711, -1.41196, -0.36078], [-1.63666, 0.31722, -1.18965], [-2.89132, 0.00868, -0.02551], [-1.65578, -1.25927, -0.38874], [-1.68085, 1.20981, 1.57624], [0.58586, -0.62951, 1.62360], [-0.07627, 1.73203, -0.03803], [0.45341, -0.10198, -1.82042], [2.90660, -0.47567, -1.32469], [2.62222, 0.00615, 0.42999]]
}

LUMO energy values (in eV) by entry order: 0.3573 0.3459 0.8561 0.8130 0.8416 1.0795.